{
  "formula": "C18H24N4O2",
  "method": "wB97M-V/def2-TZVPD",
  "e_tot_ha": -1069.746567,
  "smiles": "Cc1cc2c(=O)[nH]ncc2nc1N1CCC(OCC2(C)CC2)CC1",
  "homo_energy_ev": -8.6,
  "de_lowest_kj_mol": 307.8,
  "symbols": ["C", "C", "C", "C", "C", "O", "N", "N", "C", "C", "N", "C", "N", "C", "C", "C", "O", "C", "C", "C", "C", "C", "C", "C", "H", "H", "H", "H", "H", "H", "H", "H", "H", "H", "H", "H", "H", "H", "H", "H", "H", "H", "H", "H", "H", "H", "H", "H"],
  "xyz": [[-0.1796, -4.3663, -1.2756], [0.3312, -3.8840, 0.0587], [0.9780, -4.7546, 0.9848], [1.4501, -4.1706, 2.1724], [2.1202, -4.9138, 3.2161], [2.4171, -6.1030, 3.0380], [2.3167, -4.3172, 4.4604], [1.9227, -3.0546, 4.8069], [1.4303, -2.2916, 3.8258], [1.2002, -2.8013, 2.4532], [0.5666, -1.9971, 1.5835], [0.1415, -2.5260, 0.4252], [-0.5651, -1.6819, -0.4247], [0.1998, -1.0764, -1.5616], [0.5443, 0.3694, -1.3200], [-0.7442, 1.1333, -0.9238], [-0.4712, 2.4990, -0.6437], [-0.4237, 3.3648, -1.7775], [-0.7047, 4.8478, -1.4332], [-2.1365, 5.2169, -1.0262], [0.0955, 5.9565, -2.1478], [0.4342, 5.5690, -0.6999], [-1.3341, 0.5189, 0.3529], [-1.7458, -0.9311, 0.1672], [-0.1578, -5.4417, -1.3342], [-1.2129, -4.0046, -1.5013], [0.4418, -4.0053, -2.0857], [1.1190, -5.8137, 0.8063], [2.7532, -4.9013, 5.1565], [1.1494, -1.2749, 4.0785], [-0.3935, -1.1535, -2.4870], [1.1399, -1.6184, -1.7408], [1.3161, 0.4245, -0.5450], [0.9454, 0.7866, -2.2550], [-1.4787, 1.0625, -1.7048], [-1.0848, 3.0303, -2.5573], [0.5913, 3.2392, -2.1660], [-2.5541, 4.4456, -0.4086], [-2.7261, 5.3108, -1.9100], [-2.1700, 6.1691, -0.4799], [0.7900, 5.6458, -2.9394], [-0.3926, 6.9272, -2.3411], [0.1514, 6.2487, 0.1560], [1.3375, 5.0140, -0.5524], [-2.2311, 1.0693, 0.7060], [-0.5467, 0.5797, 1.1453], [-2.0217, -1.3342, 1.1369], [-2.6085, -1.0118, -0.4881]],
  "atomic_forces_ev_per_a": [[-0.7, 0.4, 0.1], [0.6, -1.0, 0.8], [-0.3, 2.0, -0.7], [-0.4, 1.7, 0.4], [0.2, -2.5, 0.3], [0.2, 1.1, 0.5], [-0.7, 0.7, -1.5], [-0.4, 1.2, -2.0], [1.1, -2.2, 1.0], [-0.6, -0.5, 0.2], [-0.1, -0.6, -0.1], [0.6, 0.2, 0.9], [-0.8, 0.1, -0.6], [-0.8, -0.6, 0.2], [-0.6, 0.6, -0.1], [0.9, 0.0, 1.2], [-0.8, 0.6, 0.1], [0.9, 0.6, 0.3], [0.8, 0.3, 0.6], [1.2, 0.0, 0.1], [-0.1, -0.6, 0.5], [-1.3, 0.7, -0.1], [0.0, 0.5, 0.7], [2.2, 0.2, -0.7], [-0.1, -0.4, 0.1], [0.8, -0.2, 0.4], [0.2, 0.2, -0.2], [0.0, 0.1, 0.0], [-0.1, 0.2, 0.2], [0.0, -0.2, 0.0], [0.0, -0.1, 0.2], [-0.4, -0.2, 0.3], [-0.3, 0.3, 0.1], [0.0, 0.0, 0.2], [-0.4, -0.1, -0.8], [-0.7, -0.3, -0.4], [0.1, 0.5, -0.3], [-0.3, -0.4, 0.4], [-0.7, 0.1, -0.7], [0.1, -0.2, -0.2], [-0.2, 0.2, 0.5], [0.1, -0.7, 0.2], [0.4, -0.7, -1.2], [0.3, -0.2, 0.1], [0.6, 0.1, -0.3], [-0.7, -0.1, -0.5], [0.2, -0.4, 0.0], [-0.1, -0.1, -0.3]]
}

***

{
  "formula": "C6H12O",
  "method": "wB97M-V/def2-TZVPD",
  "e_tot_ha": -310.977615,
  "smiles": "C=CC(=C)CC.O",
  "homo_energy_ev": -9.1,
  "de_lowest_kj_mol": 214.4,
  "symbols": ["C", "C", "C", "C", "C", "C", "H", "H", "H", "H", "H", "H", "H", "H", "H", "H", "O", "H", "H"],
  "xyz": [[-1.0971, 1.9242, -0.7489], [-1.0561, 0.8290, -0.0044], [-0.9201, -0.6036, -0.5402], [-1.5229, -0.8060, -1.7051], [0.2534, -1.3149, 0.1184], [0.3884, -1.0901, 1.6236], [-0.8775, 1.7528, -1.8005], [-1.1604, 2.9309, -0.3818], [-1.1262, 0.7776, 1.0808], [-2.4110, -0.2184, -1.9962], [-1.3175, -1.6062, -2.3938], [1.1930, -0.9584, -0.2885], [0.1987, -2.4057, 0.0048], [1.0087, -1.8361, 2.1125], [0.8830, -0.1140, 1.7655], [-0.5550, -0.8992, 2.1569], [2.8356, 1.0300, 0.0011], [2.6612, 0.6485, 0.8668], [2.6215, 1.9595, 0.1291]],
  "atomic_forces_ev_per_a": [[0.7, -0.8, -0.5], [-0.8, -1.9, 1.0], [1.3, 2.8, -0.2], [-1.1, -0.7, -0.3], [-0.5, -1.2, 0.2], [-0.1, 1.7, 0.4], [-0.3, 0.4, 0.0], [-0.1, 0.2, 0.2], [-0.1, 0.9, -0.1], [0.9, 0.1, 0.2], [0.1, -0.6, 0.2], [0.0, 0.0, -0.6], [-0.1, 0.2, -0.5], [-0.2, -0.2, 0.0], [0.1, -0.3, 0.1], [0.1, -0.8, -0.1], [0.0, 0.1, 0.1], [0.1, -0.1, 0.0], [0.0, 0.1, -0.2]]
}

***

{
  "formula": "C15H33LiN3NbO2",
  "method": "wB97M-V/def2-TZVPD",
  "e_tot_ha": -970.138679,
  "homo_energy_ev": [-16.5, -16.5],
  "total_charge": 2,
  "symbols": ["N", "C", "O", "Li", "Nb", "N", "N", "C", "C", "C", "C", "C", "C", "C", "C", "H", "H", "H", "H", "H", "H", "H", "H", "H", "H", "H", "H", "H", "H", "H", "H", "H", "H", "C", "H", "H", "H", "C", "H", "H", "H", "C", "C", "C", "C", "O", "H", "H", "H", "H", "H", "H", "H", "H", "H"],
  "xyz": [[1.8949, -0.4310, -0.0057], [2.8650, -0.4281, 0.7303], [3.8552, -0.4683, 1.3749], [1.0077, -1.2095, -2.6832], [-0.1231, -0.2253, -0.0744], [-0.6402, -1.6259, -1.4713], [-0.1805, 1.4706, -1.0420], [-0.3858, -3.0604, -1.1173], [0.4189, 2.8016, -1.2782], [0.8680, -3.4939, -1.9001], [-1.6142, -3.8970, -1.4522], [-0.1223, -3.1355, 0.3696], [0.0357, 3.3001, -2.6787], [-0.0991, 3.8022, -0.2315], [1.9300, 2.6662, -1.1609], [0.7232, -3.4674, -2.9973], [1.1120, -4.5345, -1.6317], [1.7552, -2.8807, -1.6243], [-2.5068, -3.4727, -0.9749], [-1.4890, -4.9175, -1.0620], [-1.7989, -3.9898, -2.5291], [0.8198, -2.6246, 0.6446], [-0.0182, -4.1908, 0.6623], [-0.9733, -2.7263, 0.9395], [0.2945, 2.5562, -3.4411], [0.5849, 4.2279, -2.8942], [-1.0363, 3.5192, -2.7406], [-1.1603, 4.0304, -0.3960], [0.4633, 4.7452, -0.3146], [0.0249, 3.4112, 0.7881], [2.2299, 2.3161, -0.1638], [2.4003, 3.6482, -1.3302], [2.3274, 1.9634, -1.9088], [-1.6976, 1.4316, -1.0537], [-2.0826, 0.5064, -0.5233], [-2.1233, 2.3014, -0.5332], [-2.0823, 1.4182, -2.0855], [-1.2915, -1.4193, -2.7843], [-2.3068, -1.8409, -2.7934], [-1.3943, -0.3514, -3.0206], [-0.7108, -1.9194, -3.5948], [1.0987, -0.5045, 3.7571], [-0.0288, 0.3692, 3.2253], [-1.3204, 0.0569, 3.9664], [0.3212, 1.8480, 3.2525], [-0.2785, -0.0031, 1.8099], [1.2790, -0.2672, 4.8186], [2.0426, -0.3560, 3.2200], [0.8205, -1.5625, 3.6885], [-1.2101, 0.2843, 5.0350], [-2.1515, 0.6469, 3.5620], [-1.5715, -1.0058, 3.8584], [1.1943, 2.0634, 2.6195], [-0.5289, 2.4442, 2.8938], [0.5593, 2.1801, 4.2765]],
  "atomic_forces_ev_per_a": [[-1.3, 0.0, -0.5], [2.6, -0.2, 1.2], [-2.6, 0.2, -1.5], [0.3, -0.1, 0.1], [2.1, 1.7, 1.9], [0.3, 1.0, 0.5], [-1.6, -1.9, 1.0], [-0.2, 0.2, -0.6], [0.4, 0.7, 0.1], [0.1, -0.3, 0.1], [-0.1, -0.5, -0.1], [0.2, -0.1, 0.4], [0.0, -0.1, 0.0], [0.0, 0.0, 0.1], [0.3, 0.0, 0.0], [0.0, -0.2, 0.3], [0.1, 0.4, -0.3], [-0.3, -0.3, 0.1], [0.2, -0.1, -0.1], [0.0, 0.3, -0.1], [0.1, 0.0, 0.2], [-0.3, -0.2, 0.1], [0.1, 0.4, 0.1], [0.2, -0.1, 0.0], [0.0, 0.2, 0.0], [-0.2, -0.3, 0.1], [0.2, 0.0, -0.1], [0.3, 0.1, 0.1], [-0.2, -0.4, 0.0], [0.0, 0.1, -0.3], [-0.1, 0.1, -0.2], [-0.2, -0.4, 0.0], [-0.1, 0.2, 0.2], [0.6, 0.5, -0.4], [-0.3, 0.5, -0.4], [0.2, -0.5, 0.1], [0.0, -0.3, 0.5], [-0.2, 0.0, 0.1], [0.4, 0.0, -0.2], [0.2, -0.3, 0.1], [-0.4, 0.2, 0.2], [0.2, -0.2, -0.1], [-0.1, 0.0, 0.4], [-0.3, 0.0, -0.1], [0.0, 0.3, -0.1], [-0.1, -0.5, -2.5], [-0.1, -0.1, -0.4], [-0.2, 0.1, 0.1], [0.1, 0.2, 0.1], [0.0, 0.0, -0.3], [0.2, -0.1, 0.1], [0.1, 0.2, 0.1], [-0.2, -0.1, 0.2], [0.2, -0.1, 0.1], [-0.1, -0.2, -0.4]]
}

***

{
  "formula": "C23H27ORhSi",
  "method": "wB97M-V/def2-TZVPD",
  "e_tot_ha": -1367.547984,
  "homo_energy_ev": [-4.5, -8.4],
  "spin_multiplicity": 5,
  "de_lowest_kj_mol": 0.0,
  "symbols": ["C", "C", "C", "H", "C", "C", "H", "H", "H", "H", "C", "C", "C", "H", "C", "C", "H", "H", "H", "H", "Rh", "O", "C", "C", "H", "H", "H", "H", "C", "C", "C", "H", "C", "H", "C", "H", "C", "H", "C", "Si", "C", "C", "C", "C", "H", "H", "H", "H", "H", "H", "H", "H", "H"],
  "xyz": [[-0.1484, -1.4421, 2.4713], [0.4662, 0.8027, 1.6244], [-0.9487, 1.1327, 1.5905], [1.1969, 1.6042, 1.7935], [-1.8762, 0.1798, 1.9639], [-1.4881, -1.1154, 2.3635], [-2.2632, -1.8577, 2.5706], [0.1173, -2.4521, 2.7713], [-1.2575, 2.1462, 1.2987], [-2.9466, 0.4188, 1.9240], [2.4867, 0.5927, -1.7095], [2.9118, 0.6034, -0.3026], [2.7401, -0.8205, 0.2720], [3.5342, 1.3755, 0.1766], [1.7138, -1.3685, -0.7101], [1.7497, -0.6141, -1.9438], [1.2780, -0.9473, -2.8699], [2.6582, 1.3593, -2.4749], [3.6677, -1.4298, 0.2165], [1.2305, -2.3400, -0.5764], [0.9790, 0.4384, -0.4125], [-3.1749, 0.9310, -1.3290], [-2.4580, 2.3280, -1.4445], [-3.8901, 2.0256, -1.7428], [-2.1756, 2.5770, -0.4385], [-1.8072, 2.6596, -2.2595], [-4.6848, 2.5384, -1.1273], [-6.1529, 1.2765, -2.5374], [-5.5202, 1.3388, -3.4344], [-4.1891, 1.7619, -3.1608], [-3.1386, 1.5438, -4.0899], [-2.0892, 1.6112, -3.7590], [-3.4473, 1.3593, -5.4395], [-2.6323, 1.4104, -6.1960], [-4.8294, 1.2356, -5.7596], [-5.0834, 1.1092, -6.8192], [-5.8628, 1.1671, -4.7766], [-6.9297, 1.0979, -5.0407], [2.5896, -2.9452, 4.0560], [3.3786, -1.5790, 3.0807], [3.7424, -0.0939, 4.1474], [4.9445, -2.1727, 2.2407], [2.2235, -0.9584, 1.7489], [0.8723, -0.5648, 2.0084], [3.2768, -3.2852, 4.8416], [2.3551, -3.7890, 3.3949], [1.6584, -2.5987, 4.5210], [4.5114, -0.3341, 4.8943], [4.0959, 0.7352, 3.5172], [2.8293, 0.2324, 4.6652], [4.7074, -2.9936, 1.5495], [5.4065, -1.3544, 1.6712], [5.6722, -2.5361, 2.9806]],
  "atomic_forces_ev_per_a": [[1.6, 0.2, -0.9], [-0.7, -0.6, 1.1], [1.4, 0.1, 0.0], [-0.2, -0.1, -0.2], [-0.7, -0.9, -0.2], [-0.9, 1.2, 0.1], [0.3, 0.3, 0.2], [0.1, 0.1, -0.1], [0.2, -0.5, 0.4], [0.5, -0.1, -0.1], [1.7, -0.2, -1.4], [2.5, 0.3, -0.5], [0.5, -0.8, 0.9], [-0.4, -0.5, -0.3], [0.8, -2.5, -1.0], [1.0, -1.2, -1.1], [0.2, 0.3, 0.3], [0.0, -0.3, 0.6], [-0.1, 0.4, 0.0], [0.3, 0.4, -0.1], [-7.2, 4.3, 1.8], [2.5, 0.8, 1.1], [-1.9, -1.5, 0.5], [0.3, 1.8, 0.0], [-0.1, 0.4, 0.0], [0.0, -1.0, 0.4], [0.7, -1.1, -0.4], [-0.3, 0.1, -0.9], [1.7, 1.4, -0.2], [-0.9, -1.4, -0.9], [-0.5, 1.0, 0.0], [-0.7, 0.0, -0.4], [-1.0, 0.1, 0.5], [-1.0, -0.4, 0.5], [0.0, -0.3, -0.1], [-0.1, 0.2, 0.5], [0.6, 0.2, -0.4], [0.7, -0.3, -0.2], [-0.1, -0.2, 0.2], [-0.1, 0.3, -0.6], [0.1, 0.1, 0.2], [0.1, -0.1, 0.1], [1.5, -0.5, -0.2], [-2.4, 0.7, 0.7], [-0.2, 0.0, -0.1], [0.0, 0.1, 0.2], [0.2, -0.1, 0.0], [-0.2, 0.2, -0.1], [0.0, -0.2, 0.2], [0.2, 0.0, -0.1], [0.2, 0.1, 0.1], [0.0, -0.2, 0.1], [-0.1, 0.1, -0.2]]
}

***

{
  "formula": "C4H5CoLiO2",
  "method": "wB97M-V/def2-TZVPD",
  "e_tot_ha": -1695.299080,
  "homo_energy_ev": [-14.1, -16.6],
  "spin_multiplicity": 6,
  "total_charge": 2,
  "de_lowest_kj_mol": 81.1,
  "symbols": ["C", "C", "C", "C", "O", "O", "Li", "Co", "H", "H", "H", "H", "H"],
  "xyz": [[-1.2571, -0.7300, -0.7992], [-0.5652, -0.9264, 0.5047], [0.8377, -0.5532, 0.4714], [1.2665, 0.7434, 0.2705], [2.4954, 1.0963, 0.1807], [-2.2859, 0.0117, -0.8723], [-3.3552, 1.1785, -0.0515], [3.5102, 2.4689, -0.0453], [-0.6638, -0.8848, -1.7206], [-1.1380, -0.5422, 1.3572], [1.5906, -1.3438, 0.5124], [0.5051, 1.5413, 0.2162], [-0.9404, -2.0597, -0.0243]],
  "atomic_forces_ev_per_a": [[-0.2, -0.9, -3.9], [-0.9, -2.1, 0.2], [2.1, 0.4, -0.2], [-1.5, -0.1, 0.5], [-0.6, -1.5, 0.1], [-0.7, 1.2, 0.8], [-0.6, 0.2, -0.1], [1.3, 1.4, -0.2], [-0.1, 0.2, 0.5], [0.0, -0.6, -0.1], [-0.1, 0.2, 0.1], [0.3, -0.2, -0.1], [1.0, 1.9, 2.4]]
}